Here is a 2-piece molecular cluster, C3H10N2O overall from OMol25. Energies are from ωB97M-V with the def2-TZVPD basis set.

Cartesian coordinates (Å):
C 2.095560 1.243135 0.570053
C 1.093206 0.525385 -0.303755
N 1.352987 0.548172 -1.708791
C 0.158022 -0.277061 0.203265
N -1.004745 -0.801439 -0.466406
H 2.626547 1.958616 -0.068203
H 2.893296 0.598852 0.939235
H 1.600284 1.813284 1.339043
H 2.307235 0.779283 -1.922793
H 0.641144 0.992895 -2.274910
H 0.016366 -0.219616 1.282760
H -1.013845 -0.462463 -1.426033
H -0.805822 -1.774585 -0.713567
O -3.075272 -1.182840 1.522560
H -3.671780 -0.509602 1.857016
H -2.434305 -0.733686 0.936006

Cartesian forces, eV/Å:
C 0.353 0.184 -1.043
C 0.762 -1.068 -0.611
N -0.649 -0.172 0.524
C -0.981 1.539 0.931
N 1.103 -0.773 -1.209
H -0.168 0.131 0.156
H -0.271 -0.159 0.374
H 0.048 -0.054 0.508
H -0.169 0.403 -0.305
H 0.455 0.055 -0.057
H 0.150 -0.307 -0.076
H -0.181 0.635 0.115
H -0.362 -0.306 0.749
O 0.192 0.107 -0.021
H 0.030 0.078 -0.021
H -0.311 -0.293 -0.016

* largest force on an atom: 2.05 eV Å⁻¹
* orbital gap: 9.2 eV
* structure (SMILES): C/C(N)=C/N.O

Results of the Mulliken charge analysis, in e, for atoms 1 through 8: number 1, C, carries -1.309; number 2, C, carries 0.525; number 3, N, carries -0.556; number 4, C, carries -0.327; number 5, N, carries -0.606; number 6, H, carries 0.359; number 7, H, carries 0.311; number 8, H, carries 0.352

Here is a 2-piece molecular cluster, C3H7O3S overall from OMol25. Energies are from ωB97M-V with the def2-TZVPD basis set.

Cartesian coordinates (Å):
O 2.164855 -1.685518 -1.285954
C 1.810572 -1.229913 -0.171669
O 2.224793 -1.501664 0.974146
C 0.610097 -0.217074 -0.243309
C -0.674446 -1.004032 -0.110986
S -2.149153 -0.095838 0.351703
H 0.682726 0.308229 -1.207272
H 0.823519 0.515869 0.543653
H -0.499906 -1.770920 0.624423
H -0.726654 -1.644864 -0.982342
H -2.190849 -0.328346 1.667975
H -0.153185 2.604477 -0.540652
H -1.210919 2.761694 0.512625
O -0.711452 3.287902 -0.132336

Cartesian forces, eV/Å:
O 0.056 0.021 0.310
C -0.171 -0.193 -0.566
O -0.071 0.068 -0.089
C 1.091 0.555 -0.093
C 1.315 -0.520 0.524
S -0.761 0.316 -0.504
H -0.232 -0.154 0.103
H -0.589 -0.156 0.158
H -0.047 -0.073 0.834
H -0.874 0.383 -0.647
H 0.278 -0.160 0.003
H -0.171 0.295 0.109
H 0.076 0.143 -0.252
O 0.100 -0.525 0.110

* charge: -1
* largest force on an atom: 1.51 eV Å⁻¹
* orbital gap: 7.2 eV

Results of the Mulliken charge analysis, in e, for atoms 1 through 8: number 1, O, carries -0.730; number 2, C, carries 0.357; number 3, O, carries -0.721; number 4, C, carries -0.177; number 5, C, carries -0.731; number 6, S, carries -0.320; number 7, H, carries 0.170; number 8, H, carries 0.271

Here is C29H37Br4F3N2O6SSi2TeY as an isolated structure from OMol25. Energies are from ωB97M-V with the def2-TZVPD basis set.

Cartesian coordinates (Å):
Y 1.013150 -0.721570 1.364853
O 1.803824 -1.435270 -0.681945
N 3.073925 -1.834730 -0.694157
C 3.877199 -1.280063 -1.620737
C 5.185446 -1.650022 -1.742234
C 5.679261 -2.625390 -0.867808
C 4.852453 -3.162299 0.080960
C 3.505483 -2.758721 0.210444
S 2.469393 -3.319920 1.441743
H 3.397305 -0.525734 -2.227226
H 5.806486 -1.175872 -2.485869
H 6.711502 -2.942980 -0.928881
H 5.204292 -3.898674 0.787727
Br 5.725854 3.069606 5.067324
C 4.380615 1.822498 4.606371
C 3.585819 1.256597 5.585094
Br 3.810783 1.711542 7.405303
C 2.597849 0.335150 5.215238
Br 1.445493 -0.462656 6.489878
C 2.402956 -0.041350 3.895917
O 1.467069 -0.881164 3.509571
C 3.216696 0.553979 2.877561
O 2.965111 0.225433 1.634548
C 4.184022 1.473476 3.264645
Br 5.209132 2.233713 1.868856
C -3.087661 0.767309 3.351217
C -1.586236 0.837845 3.141048
C -0.896425 1.656331 4.223732
O -1.080483 -0.512966 3.131070
C -1.230208 1.440178 1.766511
O -2.077683 2.009438 1.086907
O -0.001327 1.275306 1.428548
H -3.295503 0.339785 4.332361
H -3.546379 0.138993 2.587743
H -3.527942 1.759380 3.279746
H -1.091191 1.220802 5.205503
H -1.270574 2.679888 4.212145
H 0.181937 1.684019 4.054982
H -0.326765 -0.590830 3.760467
F -5.245164 -4.615157 1.066018
C -4.659131 -4.237884 -0.084394
F -4.447461 -5.358887 -0.791801
F -5.558822 -3.512404 -0.760276
C -3.381040 -3.484676 0.169554
C -2.249357 -4.176032 0.571504
C -1.096940 -3.452591 0.832591
N -1.039437 -2.126580 0.718439
C -2.131586 -1.474192 0.323452
C -3.326329 -2.107989 0.035701
H -2.256974 -5.250811 0.679378
H -0.175264 -3.945019 1.120230
H -2.045867 -0.397655 0.223593
H -4.180131 -1.536127 -0.295697
C 0.213931 4.422118 -0.249928
Si -0.493099 4.153849 -1.954132
C 0.830600 4.350543 -3.269782
C -1.841363 5.425134 -2.286327
C -1.254306 2.439737 -2.066981
Te 0.228619 0.926346 -1.658189
C 0.081466 0.039331 -3.622546
Si -1.225772 -1.307024 -3.674723
C -2.894769 -0.647527 -3.125206
C -1.409915 -1.921621 -5.445761
C -0.690607 -2.736165 -2.591888
H 0.712503 5.390350 -0.171467
H 0.935530 3.644559 0.004827
H -0.579989 4.372280 0.495907
H 1.272140 5.347557 -3.235283
H 0.418595 4.200550 -4.269421
H 1.626898 3.621925 -3.116413
H -1.452053 6.441458 -2.214267
H -2.648638 5.323412 -1.560659
H -2.266788 5.298188 -3.282758
H -1.656501 2.219929 -3.054131
H -2.034093 2.325117 -1.317476
H 1.067576 -0.375165 -3.841684
H -0.095010 0.851820 -4.327580
H -3.271358 0.105196 -3.818550
H -2.830184 -0.185908 -2.140168
H -3.626010 -1.456867 -3.082138
H -1.734143 -1.120089 -6.110234
H -2.144653 -2.725758 -5.508637
H -0.461629 -2.306796 -5.823562
H -0.173605 -2.381233 -1.699918
H 0.000484 -3.388900 -3.127794
H -1.545054 -3.341360 -2.280546

Cartesian forces, eV/Å:
Y -0.071 -0.253 -0.049
O -0.016 0.207 0.176
N 0.038 -0.109 -0.046
C 0.121 0.061 -0.135
C 0.003 -0.022 0.038
C -0.026 0.010 -0.020
C -0.048 0.003 0.013
C -0.005 -0.028 0.081
S -0.070 0.041 -0.040
H -0.019 -0.016 0.032
H 0.015 0.009 -0.023
H 0.016 -0.002 -0.001
H 0.012 -0.005 0.009
Br 0.014 0.009 -0.015
C 0.058 0.054 0.056
C 0.015 0.022 0.039
Br 0.009 0.010 0.032
C -0.026 -0.126 0.089
Br -0.001 -0.008 -0.004
C 0.128 0.140 0.096
O 0.033 0.073 0.193
C -0.066 0.047 0.110
O 0.000 -0.015 -0.066
C 0.093 -0.045 -0.159
Br -0.003 -0.002 -0.002
C 0.083 0.004 -0.017
C -0.078 -0.119 0.038
C 0.017 -0.026 -0.022
O 0.262 0.040 0.175
C -0.124 0.219 -0.033
O -0.078 0.039 0.029
O 0.097 -0.211 -0.100
H -0.013 -0.011 0.024
H -0.007 -0.013 -0.008
H -0.017 0.033 0.003
H 0.003 0.001 0.004
H -0.022 0.040 0.009
H -0.026 -0.007 0.018
H -0.175 0.020 -0.225
F 0.012 0.004 0.108
C -0.023 -0.009 0.023
F 0.105 -0.121 -0.077
F -0.046 0.146 -0.070
C 0.030 0.027 0.031
C -0.027 0.076 0.033
C -0.003 -0.115 -0.025
N -0.060 -0.077 -0.087
C 0.016 0.116 0.061
C -0.064 -0.128 -0.019
H 0.019 -0.027 -0.009
H -0.022 0.008 0.006
H -0.036 0.001 0.005
H -0.016 0.009 0.023
C 0.003 -0.047 -0.038
Si -0.129 0.023 -0.040
C -0.027 -0.058 0.047
C 0.050 -0.068 0.031
C 0.275 0.047 0.157
Te -0.159 0.143 -0.306
C -0.026 -0.119 0.157
Si 0.026 -0.027 -0.098
C 0.101 0.046 -0.019
C 0.016 0.031 0.073
C 0.000 0.064 -0.022
H 0.004 0.024 -0.006
H 0.057 -0.017 0.024
H -0.048 -0.003 0.035
H 0.015 0.049 0.013
H -0.021 -0.009 -0.052
H 0.057 -0.026 -0.013
H 0.027 0.066 0.003
H -0.055 -0.002 0.047
H -0.026 -0.006 -0.061
H -0.039 -0.018 -0.091
H -0.071 -0.031 0.047
H 0.005 -0.031 -0.028
H 0.007 0.037 -0.014
H -0.019 0.055 -0.057
H -0.018 0.039 0.049
H -0.030 -0.048 0.014
H -0.024 0.053 -0.049
H -0.043 -0.049 0.000
H 0.046 -0.021 -0.020
H 0.026 -0.025 -0.038
H 0.045 -0.025 -0.035
H -0.035 -0.022 -0.013

* charge: -1
* largest force on an atom: 0.37 eV Å⁻¹
* orbital gap: 6.6 eV

Results of the Mulliken charge analysis, in e, for atoms 1 through 8: number 1, Y, carries 0.803; number 2, O, carries 0.395; number 3, N, carries 0.060; number 4, C, carries -0.281; number 5, C, carries -0.880; number 6, C, carries -0.128; number 7, C, carries -0.868; number 8, C, carries 0.598

Here is C24H23BCo2NO6 as an isolated structure from OMol25. Energies are from ωB97M-V with the def2-TZVPD basis set.

Cartesian coordinates (Å):
O -0.012494 3.950893 0.823194
C 0.172397 3.817985 -0.310245
Co 0.617706 3.585105 -2.000160
C 0.313360 1.874972 -2.237099
O 0.066738 0.747164 -2.321907
C -0.909069 4.223263 -2.764185
O -2.034779 4.495767 -2.815792
C 2.156312 4.191936 -2.727914
C 2.369308 3.302108 -1.704793
C 3.207437 2.679746 -0.824545
C 3.719940 1.372510 -1.138564
C 4.618367 0.674798 -0.280098
C 4.912122 -0.666264 -0.506096
C 4.333054 -1.335514 -1.595004
C 3.588635 -0.628447 -2.546871
C 3.329964 0.723748 -2.345648
Co 1.063003 4.045467 -4.416882
C -0.191123 5.058190 -5.143881
O -0.959553 5.774686 -5.624109
C 0.822021 2.354108 -4.804181
O 0.793317 1.245105 -5.139479
C 2.320027 4.294582 -5.604710
O 3.145668 4.438249 -6.402574
H 2.723097 5.127730 -2.832486
H 3.494426 3.168702 0.116129
H 5.047733 1.211101 0.570793
H 5.580077 -1.206512 0.176836
H 4.494251 -2.407396 -1.727433
H 3.207355 -1.120927 -3.445154
H 2.820740 1.308585 -3.120865
C -2.035295 -5.105057 2.923563
C -2.570930 -3.887357 3.685124
C -4.004408 -4.186565 4.150006
C -1.696378 -3.633127 4.919489
C -2.498992 -2.652451 2.773711
C -3.597520 -1.855645 2.427897
C -3.413462 -0.713082 1.647225
N -2.192591 -0.327870 1.195119
B -1.988808 1.000240 0.360229
H -0.760852 1.220379 0.264229
C -1.130071 -1.119512 1.483779
C -1.255281 -2.261244 2.261919
H -1.022088 -4.928003 2.554836
H -2.022181 -5.985679 3.575234
H -2.677002 -5.322590 2.062819
H -4.422424 -3.345660 4.723252
H -4.665514 -4.394769 3.295446
H -3.997616 -5.074489 4.802157
H -2.097606 -2.793800 5.499037
H -1.678208 -4.519425 5.563625
H -0.670418 -3.386831 4.632230
H -4.614357 -2.082267 2.755457
H -4.261640 -0.072200 1.380964
H -2.480283 0.851901 -0.744609
H -2.531237 1.923782 0.937023
H -0.166702 -0.812174 1.087478
H -0.358169 -2.837945 2.476483

Cartesian forces, eV/Å:
O 0.310 -0.195 -1.837
C -0.361 0.412 1.798
Co -4.886 0.440 1.334
C -0.819 -3.511 0.146
O 0.375 2.020 0.125
C -1.200 0.420 1.151
O 1.360 -0.239 -0.590
C 2.722 0.372 -1.618
C 1.919 1.975 -1.395
C 0.980 -0.618 0.617
C 0.819 0.408 -0.479
C -0.308 -0.133 -0.149
C -0.288 0.184 -0.054
C 0.177 -0.368 -0.161
C 0.192 0.409 0.352
C 0.071 -0.148 0.047
Co -0.382 -0.421 -0.160
C -0.331 1.483 -0.085
O 0.389 -0.754 0.079
C 0.220 -2.366 -0.657
O -0.115 1.272 0.167
C 1.050 0.751 -0.011
O -0.903 -0.307 0.611
H 0.250 -0.610 0.390
H -0.896 -0.559 0.005
H -0.168 -0.222 -0.177
H -0.292 0.218 -0.265
H 0.050 0.284 0.031
H 0.150 0.115 0.293
H 0.003 -0.312 0.399
C -0.076 -0.037 -0.157
C -0.245 0.102 -0.061
C -0.020 0.019 -0.017
C -0.016 0.160 0.092
C 0.081 0.090 -0.022
C 0.120 0.256 -0.192
C 0.537 -0.058 -0.009
N -0.201 -1.079 0.650
B 0.746 1.008 -0.638
H -0.900 -0.407 0.245
C -0.573 0.028 0.146
C -0.219 0.191 -0.097
H -0.085 -0.106 0.051
H 0.010 0.123 -0.070
H 0.122 -0.015 0.072
H 0.086 -0.239 -0.143
H 0.148 0.046 0.246
H -0.021 0.285 -0.210
H 0.110 -0.103 -0.046
H 0.000 0.103 -0.105
H -0.096 -0.072 0.106
H 0.421 0.019 -0.071
H 0.550 -0.171 0.045
H -0.018 -0.189 0.202
H -0.089 -0.260 0.161
H -0.279 0.146 0.000
H -0.183 0.163 -0.086

* charge: -1
* largest force on an atom: 5.08 eV Å⁻¹
* orbital gap: 4.6 eV

Results of the Mulliken charge analysis, in e, for atoms 1 through 8: number 1, O, carries -0.380; number 2, C, carries 0.017; number 3, Co, carries 0.364; number 4, C, carries 0.199; number 5, O, carries -0.382; number 6, C, carries 0.253; number 7, O, carries -0.403; number 8, C, carries -0.875

We obtain total energy values of -8300.0545, -20203.8488, -369198.6574, -114963.5580 eV for the records listed above, in that order.
We obtain ΔE to the lowest compared entry with this formula, charge and spin values of 139.9, 19.5, 64.3, 2.3 kJ/mol for the records listed above, in that order.